Entry 1:
Below is C22H41Cl3CoN3O5Si as an isolated structure in a non-equilibrium geometry, with properties calculated with ωB97M-V/def2-TZVPD.

Computed properties:
Charge: -1
Multiplicity: 4
HOMO energy (alpha / beta) (eV): -5.5771 / -5.2867
Frontier orbital gap (alpha / beta) (eV): 7.7123 / 7.4209
LUMO level (alpha / beta) (eV): 2.1 / 2.1
Molar mass (g/mol): 620.96
ΔE to the lowest compared entry with this formula, charge and spin (kJ/mol): 0.0

XYZ file:
```
76
Properties=species:S:1:pos:R:3:mulliken_spin:R:1
Co 0.391 0.425 2.573 2.752
Cl 0.159 2.429 1.855 0.082
Cl 0.814 -3.979 4.932 0.000
Cl 1.553 -1.032 1.397 0.092
Si -0.617 1.257 -2.500 -0.003
O -1.271 -0.712 2.680 0.002
O 0.529 0.517 -3.460 0.000
O 0.714 0.009 4.492 0.055
O -2.281 1.459 4.552 0.003
O 2.960 -0.349 4.322 0.002
N 0.450 -1.666 6.485 0.001
N -1.218 -2.862 1.904 0.009
N -2.322 0.910 6.781 0.000
C 0.565 3.430 -7.681 0.000
C 1.877 -0.435 4.889 -0.014
C -1.822 1.312 8.086 0.000
C -3.740 0.591 6.721 0.000
C -2.274 0.671 -3.121 0.000
C -0.264 0.682 -0.784 0.006
C -1.028 -1.938 2.847 0.008
C 1.124 1.804 -5.478 0.000
C 1.983 2.860 -5.804 0.000
C -1.619 -2.446 0.569 -0.001
C 1.564 0.841 -4.378 0.000
C -0.675 -4.200 2.029 -0.003
C -0.471 3.119 -2.626 0.000
C 2.008 -0.844 -6.186 0.000
C 1.717 3.658 -6.919 0.000
C 2.506 -2.131 -6.750 0.000
C 2.113 -0.484 -4.897 0.000
C 1.812 -1.142 6.253 0.004
C -0.328 2.423 -7.309 0.000
C 2.724 -1.352 -3.840 -0.002
C -1.737 1.431 5.649 0.002
C -0.045 1.595 -6.215 0.000
H 1.577 -0.157 -6.913 0.000
H 3.777 -1.077 -3.664 0.000
H -0.541 3.454 -3.668 0.000
H 2.225 -2.994 -6.136 0.000
H 2.704 -2.404 -4.146 0.000
H 2.514 -1.977 6.294 -0.001
H -2.299 -1.590 0.643 0.000
H 2.874 3.009 -5.188 0.000
H -1.282 3.592 -2.053 0.000
H -0.699 0.761 -5.948 0.000
H -3.943 -0.004 5.827 0.000
H -2.430 0.998 -4.155 0.000
H -1.050 1.000 -0.087 0.000
H -0.708 -4.495 3.081 0.000
H 0.362 4.038 -8.564 0.000
H 0.297 -1.855 7.474 0.000
H -3.082 1.082 -2.502 0.000
H -0.735 -2.180 -0.029 0.002
H -1.278 -4.868 1.410 0.000
H -0.596 -2.331 3.785 0.007
H 0.483 3.468 -2.211 0.000
H -3.994 0.037 7.629 0.000
H 0.373 -4.234 1.699 0.002
H 2.386 1.308 -3.811 0.000
H 2.416 4.449 -7.196 0.000
H -2.271 0.669 8.848 0.000
H 2.057 -0.404 7.024 -0.001
H 2.184 -1.246 -2.890 0.002
H 0.417 -2.637 5.928 0.000
H -1.245 2.254 -7.872 0.000
H 3.598 -2.142 -6.867 0.000
H 0.679 1.126 -0.444 -0.002
H -2.121 -3.297 0.101 0.000
H 2.070 -2.269 -7.745 0.000
H -2.334 -0.423 -3.093 0.000
H -0.138 -0.401 -0.705 -0.003
H -0.240 -1.009 6.105 0.000
H -0.712 1.818 5.848 0.001
H -0.729 1.216 8.120 0.000
H -2.070 2.358 8.324 0.000
H -4.347 1.507 6.678 0.000
```

Entry 2:
Below is C5H6O as an isolated structure, with properties calculated with ωB97M-V/def2-TZVPD.

Computed properties:
Charge: 0
HOMO energy (eV): -8.8759
Frontier orbital gap (eV): 8.8782
LUMO level (eV): 0.0
Molar mass (g/mol): 82.10
ΔE to the lowest compared entry with this formula, charge and spin (kJ/mol): 545.1

XYZ file:
```
12
Properties=species:S:1:pos:R:3:mulliken_charge:R:1
O -1.767 0.661 -0.159 -0.400
C 0.280 0.315 -0.285 0.287
C -0.948 -0.177 -0.992 -0.216
C 1.614 -0.964 0.349 -0.621
C 1.626 0.194 -0.359 -0.266
C -0.631 1.074 0.624 -0.165
H -0.415 2.143 0.612 0.257
H -0.930 0.106 -2.047 0.244
H 0.638 -1.417 0.595 0.075
H -1.207 -1.246 -0.905 0.269
H -0.688 0.717 1.667 0.250
H 2.428 -1.406 0.900 0.286
```

Entry 3:
Below is one molecule with the formula C6H9N, with properties calculated with ωB97M-V/def2-TZVPD.

Computed properties:
Charge: 0
HOMO energy (eV): -8.8329
Frontier orbital gap (eV): 9.8348
SMILES: CC#CCN1CC1
LUMO level (eV): 1.0
Molar mass (g/mol): 95.14
ΔE to the lowest compared entry with this formula, charge and spin (kJ/mol): 335.4

XYZ file:
```
16
Properties=species:S:1:pos:R:3:mulliken_charge:R:1
N -1.564 -0.804 0.276 -0.273
C 1.914 -0.108 -0.004 0.883
C -2.620 0.070 -0.203 -0.398
C 3.157 0.624 0.174 -1.161
C 0.819 -0.482 -0.334 -0.320
C -1.690 0.520 0.860 -0.401
C -0.440 -1.156 -0.604 -0.726
H -2.010 0.539 1.901 0.236
H 2.917 1.691 0.168 0.278
H -0.743 -1.095 -1.655 0.326
H -0.972 1.296 0.593 0.232
H -3.635 -0.244 0.038 0.230
H -0.117 -2.197 -0.463 0.229
H -2.517 0.551 -1.178 0.269
H 3.683 0.384 1.100 0.307
H 3.817 0.412 -0.671 0.290
```

Entry 4:
Below is C45H38N10O3PtS as an isolated structure, with properties calculated with ωB97M-V/def2-TZVPD.

Computed properties:
Charge: +2
Multiplicity: 5
HOMO energy (alpha / beta) (eV): -12.0223 / -13.9912
Frontier orbital gap (alpha / beta) (eV): 5.5406 / 6.2514
LUMO level (alpha / beta) (eV): -6.5 / -7.7
Molar mass (g/mol): 994.01
ΔE to the lowest compared entry with this formula, charge and spin (kJ/mol): 168.2

XYZ file:
```
98
Properties=species:S:1:pos:R:3:mulliken_spin:R:1
Pt 1.425 0.094 0.583 0.818
S 0.160 2.271 -1.501 0.024
O -0.037 0.857 -0.894 0.133
O -4.859 -2.175 1.246 0.058
O -6.578 -3.508 2.993 0.002
N -0.120 -0.026 1.928 0.016
N -1.195 -1.864 -0.220 0.222
N -4.981 -4.408 1.499 0.017
N -0.179 -2.312 2.483 0.833
N -0.510 2.337 2.238 -0.102
N 1.665 1.989 1.199 -0.101
N 3.096 0.268 -0.488 -0.050
N 3.163 -1.871 -1.574 0.027
N 1.183 -1.771 -0.201 0.016
N 3.785 2.494 0.150 -0.033
C 7.188 1.214 -2.400 -0.012
C -2.071 0.633 3.005 0.062
C -0.873 1.104 2.318 0.134
C 1.161 4.100 1.939 0.001
C 3.181 5.301 1.304 0.046
C 2.698 2.799 0.869 0.156
C -0.729 -4.451 1.692 0.473
C 1.410 -3.537 -1.638 0.034
C -0.699 -1.100 2.454 0.179
C 0.694 2.747 1.820 0.282
C -3.920 2.930 -1.159 0.000
C 2.613 6.437 1.862 0.041
C -2.858 -1.504 3.852 -0.003
C 5.120 1.054 -1.274 0.003
C -2.827 -3.341 0.986 0.273
C -0.652 -4.754 -1.463 0.010
C -6.397 -4.326 1.881 -0.003
C -2.349 -2.200 0.229 0.069
C -0.172 -5.604 -2.453 0.000
C 7.005 -0.068 -2.915 0.018
C 1.903 -4.381 -2.619 0.005
C 0.134 -3.234 1.435 -0.077
C 0.171 -3.724 -1.047 0.018
C -4.312 -3.273 1.227 0.080
C -1.421 3.081 -1.193 -0.004
C 1.135 2.843 -4.021 0.001
C 2.566 2.616 -3.546 0.004
C -3.154 1.305 3.539 0.066
C -2.620 2.146 -1.284 0.006
C -3.962 -0.833 4.368 0.025
C 4.936 -0.224 -1.788 0.018
C -4.107 0.543 4.209 -0.015
C 5.868 -0.815 -2.616 -0.004
C 2.435 4.133 1.357 0.059
C 3.945 1.359 -0.455 0.082
C 3.648 -0.706 -1.278 0.013
C 1.342 6.406 2.447 -0.009
C 1.977 -2.305 -1.098 0.020
C -1.937 -0.746 3.159 0.027
C 6.242 1.803 -1.566 0.034
C 1.092 -5.433 -3.015 -0.002
C -2.078 -4.404 1.536 -0.127
C 0.594 5.240 2.496 0.098
C -0.020 -2.646 0.004 -0.017
C 0.112 1.980 -3.287 0.007
H 3.161 7.369 1.850 0.002
H 2.746 3.040 -2.556 0.000
H -6.711 -5.330 2.154 0.000
H -4.778 2.262 -1.208 0.000
H -4.573 -5.308 1.321 -0.003
H 1.181 -3.512 1.585 0.007
H 1.432 -6.120 -3.778 0.000
H -0.386 5.215 2.953 0.005
H -2.628 -5.263 1.903 0.028
H 5.723 -1.810 -3.012 0.001
H 2.798 1.547 -3.506 -0.001
H -2.540 1.406 -0.485 -0.004
H -2.599 1.583 -2.220 0.001
H -4.022 3.665 -1.958 0.000
H 6.379 2.795 -1.160 0.002
H -0.797 -6.415 -2.801 0.000
H 7.765 -0.490 -3.558 0.001
H 0.941 7.316 2.872 0.001
H 0.860 3.898 -3.950 -0.001
H -6.391 -2.606 2.704 0.000
H 2.874 -4.206 -3.060 0.001
H -3.156 -1.513 -0.015 0.004
H -1.644 -4.897 -1.061 0.001
H 3.276 3.077 -4.231 0.001
H -1.333 3.516 -0.195 0.002
H 1.051 2.586 -5.078 0.000
H -3.968 3.463 -0.208 0.000
H -4.975 1.031 4.631 0.001
H 4.164 5.318 0.854 0.006
H 8.087 1.759 -2.656 0.000
H -1.467 3.906 -1.910 0.001
H -6.980 -3.978 1.025 0.002
H -3.251 2.378 3.446 0.004
H -4.719 -1.388 4.907 0.001
H -2.733 -2.569 3.999 -0.001
H 0.341 0.918 -3.387 0.003
H -0.251 -5.327 2.105 -0.014
H -0.909 2.144 -3.631 0.002
```

Entry 5:
Below is an isolated ion of composition C6H12NO3 and charge -1 in a non-equilibrium geometry, with properties calculated with ωB97M-V/def2-TZVPD.

Computed properties:
Charge: -1
HOMO energy (eV): -3.9194
Frontier orbital gap (eV): 7.4505
SMILES: CCOCCNCC(=O)[O-]
LUMO level (eV): 3.5
Molar mass (g/mol): 146.17
ΔE to the lowest compared entry with this formula, charge and spin (kJ/mol): 331.6

XYZ file:
```
22
Properties=species:S:1:pos:R:3:mulliken_charge:R:1
O -0.797 -2.816 -0.100 -0.718
O 0.734 0.706 -0.933 -0.327
O -1.920 -1.966 1.768 -0.774
N -2.419 0.516 0.200 -0.347
C -2.096 -0.745 -0.515 -0.444
C -1.562 -1.928 0.437 0.576
C 0.145 0.933 0.373 -0.294
C 2.657 -0.633 0.101 -0.900
C 2.162 0.556 -0.868 -0.290
C -1.328 1.518 0.138 -0.725
H -1.405 -0.606 -1.422 0.133
H -1.331 2.115 -0.851 0.206
H 2.717 1.547 -0.640 0.267
H -3.093 -1.134 -0.959 0.292
H 2.509 0.264 -1.932 0.258
H 0.196 0.038 1.082 0.212
H 0.784 1.764 0.874 0.413
H 2.062 -1.606 -0.039 0.246
H -1.524 2.261 1.003 0.314
H 3.758 -0.905 -0.047 0.342
H -2.769 0.359 1.152 0.311
H 2.521 -0.237 1.177 0.250
```

Entry 6:
Below is one molecule with the formula C7H6BrN3O2S in a non-equilibrium geometry, with properties calculated with ωB97M-V/def2-TZVPD.

Computed properties:
Charge: 0
HOMO energy (eV): -8.6263
Frontier orbital gap (eV): 8.7799
SMILES: N=C=NS(=O)(=O)c1ccccc1NBr
LUMO level (eV): 0.2
Molar mass (g/mol): 276.11
ΔE to the lowest compared entry with this formula, charge and spin (kJ/mol): 0.0

XYZ file:
```
20
Properties=species:S:1:pos:R:3:mulliken_charge:R:1
Br 2.248 1.420 -2.424 -0.054
S -1.167 1.320 0.726 1.242
O -1.165 2.570 0.075 -0.667
O -2.212 1.055 1.607 -0.669
N 0.285 1.208 1.570 -0.345
N 0.929 1.083 -1.181 -0.375
N 1.936 2.017 3.072 -0.313
C 1.124 1.658 2.330 0.311
C -0.899 -0.041 -0.273 0.237
C 0.177 -0.037 -1.108 1.111
C 0.581 -1.242 -1.760 -1.056
C -1.549 -1.230 0.158 -0.453
C -1.040 -2.420 -0.314 -0.743
C -0.034 -2.347 -1.274 -0.442
H -2.388 -1.216 0.805 0.503
H 1.214 -1.396 -2.582 0.371
H 0.161 -3.243 -1.684 0.440
H 0.492 1.966 -0.934 0.346
H 2.902 2.214 3.160 0.272
H -1.595 -3.341 0.032 0.286
```